[1]
Entry from OMol25: a cluster of 2 separate species, C4H11N2 in total in a non-equilibrium geometry (ωB97M-V with the def2-TZVPD basis set).

Geometry as XYZ:
```
17
Properties=species:S:1:pos:R:3:nbo_charge:R:1
C 0.68 1.55 1.83 -0.64
C -0.66 1.04 1.37 -0.56
C -0.44 0.02 0.31 0.48
C -0.73 -1.34 0.60 -0.04
N -0.03 -2.57 0.26 -0.73
N 0.27 0.12 -3.88 -1.08
H 0.43 2.29 2.70 0.27
H 1.41 0.71 2.00 0.23
H 1.30 2.21 1.14 0.25
H -1.30 1.85 0.99 0.27
H -1.23 0.59 2.22 0.26
H -1.59 -1.50 1.26 0.31
H 0.95 -2.68 0.62 0.44
H -0.67 -3.38 0.09 0.44
H 0.56 0.60 -4.72 0.37
H 0.02 0.93 -3.20 0.35
H 1.04 -0.44 -3.60 0.36
```

The spin multiplicity is 1. The calculation puts the HOMO energy at -12.59 eV. The calculation puts the relative energy (zero: lowest compared OMol25 entry of this formula, charge and spin) at 648.2 kJ/mol. The LUMO energy is -7.810 eV. The calculation puts the energy at -268.05802 Eh. As for the HOMO-LUMO gap: 4.785 eV. Its net charge is +1.

=====

[2]
Entry from OMol25: a cluster of 28 separate species, C25H94N3O34P in total in a non-equilibrium geometry (ωB97M-V with the def2-TZVPD basis set).

Geometry as XYZ:
```
157
Properties=species:S:1:pos:R:3:lowdin_charge:R:1
C -4.29 -2.88 -1.27 -0.11
C -3.07 -3.13 -2.21 -0.24
C -3.17 -2.15 -3.40 -0.18
C -1.75 -1.78 -3.98 -0.20
C -1.28 -0.40 -3.47 -0.20
C -0.94 -0.47 -1.97 -0.18
C 0.18 0.50 -1.53 -0.19
C 1.53 0.29 -2.25 -0.18
C 2.22 -1.08 -2.00 -0.09
C 2.08 -1.60 -0.58 -0.09
C 1.45 -2.79 -0.36 -0.09
C 0.89 -3.61 -1.51 -0.09
C 1.93 -4.63 -2.07 -0.38
C 1.38 -6.07 -2.00 -0.05
O 2.25 -4.31 -3.42 -0.03
C 1.34 -3.29 0.99 -0.11
C 0.66 -4.64 1.23 -0.14
N -0.73 -4.58 1.72 -0.12
C -1.39 -3.28 1.59 -0.07
C 1.88 -2.57 2.01 -0.13
P 1.84 -3.11 3.74 0.51
O 0.80 -4.10 4.01 -0.25
O 3.30 -3.65 4.20 -0.12
O 1.56 -1.84 4.69 -0.13
C 2.54 -1.34 1.76 -0.19
N 3.06 -0.66 2.83 0.19
C 3.61 0.48 2.55 -0.31
O 4.11 1.23 3.58 0.06
C 3.70 0.97 1.22 -0.15
C 4.36 2.34 1.05 -0.08
O 3.36 3.32 1.43 -0.04
C 2.23 3.26 0.62 -0.47
C 2.36 3.66 -0.85 0.04
O 1.16 2.87 1.04 0.13
N 3.27 0.36 0.16 0.26
C 2.65 -0.83 0.47 -0.16
H -4.17 -3.44 -0.35 0.04
H -4.31 -1.80 -1.05 0.07
H -5.18 -3.20 -1.80 0.06
H -2.16 -3.00 -1.63 0.06
H -3.13 -4.18 -2.52 0.10
H -3.71 -2.62 -4.23 0.08
H -3.62 -1.21 -3.07 0.10
H -1.08 -2.58 -3.65 0.09
H -1.74 -1.81 -5.07 0.08
H -0.47 -0.02 -4.10 0.09
H -2.13 0.27 -3.64 0.09
H -0.64 -1.47 -1.66 0.07
H -1.84 -0.16 -1.42 0.12
H 0.29 0.53 -0.44 0.10
H -0.17 1.50 -1.80 0.11
H 2.18 1.10 -1.91 0.07
H 1.37 0.49 -3.31 0.11
H 1.89 -1.79 -2.75 0.10
H 3.29 -0.93 -2.18 0.13
H -0.01 -4.14 -1.18 0.10
H 0.58 -2.98 -2.34 0.09
H 2.82 -4.59 -1.42 0.14
H 1.94 -6.76 -2.64 0.09
H 0.31 -6.07 -2.22 0.07
H 1.53 -6.44 -0.98 0.07
H 2.07 -5.09 -3.96 0.08
H 1.24 -5.13 2.01 0.11
H 0.71 -5.30 0.37 0.08
H -0.80 -4.94 2.66 0.08
H -2.44 -3.42 1.86 0.09
H -1.01 -2.53 2.29 0.05
H -1.40 -2.92 0.56 0.08
H 3.60 -4.32 3.56 0.10
H 2.09 -1.90 5.49 0.10
H 3.34 1.59 4.05 0.08
H 5.18 2.42 1.75 0.12
H 4.65 2.44 0.00 0.13
H 1.56 3.17 -1.41 0.08
H 3.30 3.33 -1.29 0.09
H 2.22 4.74 -0.93 0.06
O 2.09 6.53 -1.98 -0.06
H 1.21 6.64 -1.59 0.02
H 2.45 7.42 -2.01 0.04
O 0.31 7.60 0.25 -0.05
H 0.51 6.99 0.96 0.05
H -0.58 7.92 0.46 0.03
O 2.97 9.78 0.39 -0.07
H 2.12 9.38 0.59 -0.01
H 3.54 9.02 0.20 0.02
O -1.96 0.97 -5.90 -0.05
H -2.89 1.00 -6.16 0.02
H -1.55 1.70 -6.39 0.03
O -0.35 9.46 -2.30 -0.06
H -0.16 8.85 -1.59 -0.01
H -1.24 9.78 -2.10 0.00
O 1.78 1.41 4.99 -0.02
H 1.95 1.19 5.91 0.07
H 1.81 0.56 4.53 0.02
O 5.95 -2.40 3.21 -0.04
H 5.48 -1.56 3.09 0.03
H 5.34 -2.93 3.73 0.02
O -6.58 -4.36 -0.48 -0.07
H -6.63 -4.05 0.43 0.04
H -6.52 -5.31 -0.39 0.03
O -5.05 -3.67 -5.91 -0.06
H -5.91 -3.93 -6.26 0.03
H -4.64 -4.50 -5.64 0.04
O 0.59 4.53 4.26 -0.07
H -0.29 4.26 3.95 0.00
H 0.96 3.73 4.64 0.00
O 6.05 4.54 3.58 -0.05
H 5.18 4.30 3.25 0.01
H 6.44 3.70 3.84 0.04
O -1.42 -6.27 -0.72 -0.06
H -1.45 -5.89 0.17 -0.01
H -1.44 -7.22 -0.57 0.05
O 4.43 6.41 1.37 -0.04
H 4.41 6.75 2.27 0.03
H 4.46 5.46 1.48 0.00
O 1.70 8.72 2.75 -0.04
H 1.71 9.12 3.63 0.05
H 2.39 8.05 2.80 0.03
O 0.47 -2.44 -5.95 -0.06
H 1.32 -2.48 -6.41 0.04
H -0.07 -1.86 -6.49 0.03
O -4.85 -5.19 1.33 -0.06
H -4.69 -5.56 2.20 0.04
H -4.76 -5.95 0.74 0.05
O -1.59 9.56 1.65 -0.04
H -0.92 9.64 2.34 0.04
H -2.25 10.22 1.88 0.04
O -1.72 3.31 2.75 -0.05
H -2.58 2.96 3.02 0.05
H -1.16 2.53 2.67 0.03
O -5.21 0.95 -6.26 -0.04
H -5.65 0.50 -6.98 0.04
H -5.93 1.30 -5.72 0.04
O -1.21 -0.27 3.35 -0.05
H -1.20 0.23 4.18 0.02
H -0.53 -0.93 3.47 0.00
O -1.99 -7.31 2.19 -0.06
H -2.87 -7.24 2.57 0.00
H -1.70 -6.39 2.07 -0.01
O -4.64 -8.80 2.52 -0.05
H -5.46 -9.23 2.76 0.04
H -4.02 -9.52 2.39 0.05
O -2.86 -0.45 5.85 -0.04
H -2.70 -0.75 6.75 0.06
H -2.82 -1.26 5.32 0.06
O -0.12 0.79 -8.34 -0.06
H -1.04 0.82 -8.59 0.03
H 0.29 1.51 -8.83 0.04
O 5.24 -3.04 0.51 -0.05
H 4.48 -2.50 0.27 0.00
H 5.41 -2.84 1.45 -0.01
O -2.02 11.32 -1.10 -0.05
H -1.36 11.39 -0.41 0.04
H -2.68 11.98 -0.88 0.05
O -5.36 1.22 5.50 -0.07
H -5.35 1.72 6.32 0.03
H -4.67 0.54 5.63 -0.01
```

The spin multiplicity is 1. The calculation puts the HOMO energy at -9.24 eV. The LUMO energy is -0.963 eV. The calculation puts the energy at -4072.83639 Eh. As for the HOMO-LUMO gap: 8.274 eV.

=====

[3]
Entry from OMol25: a cluster of 8 separate species, C24H64O8 in total in a non-equilibrium geometry (ωB97M-V with the def2-TZVPD basis set).

Geometry as XYZ:
```
96
Properties=species:S:1:pos:R:3:lowdin_charge:R:1
C -2.49 3.16 -0.07 -0.04
C -1.40 2.49 0.80 -0.48
C -1.92 2.19 2.19 -0.05
O -1.00 1.22 0.27 -0.06
H -2.60 4.25 0.28 0.11
H -3.41 2.63 0.02 0.05
H -2.15 3.22 -1.11 0.07
H -0.53 3.12 0.93 0.13
H -2.80 1.57 2.05 0.07
H -2.31 3.12 2.60 0.09
H -1.32 1.58 2.80 0.04
H -0.09 1.32 0.04 0.03
C 0.74 2.35 -2.71 -0.03
C 1.99 2.47 -1.88 -0.45
C 2.44 3.92 -1.53 -0.03
O 1.83 1.88 -0.59 -0.09
H 0.67 1.39 -3.23 0.08
H 0.64 3.15 -3.38 0.06
H -0.11 2.28 -2.01 0.07
H 2.75 2.08 -2.48 0.10
H 3.55 3.97 -1.69 0.07
H 2.27 4.12 -0.48 0.06
H 1.93 4.68 -2.08 0.06
H 2.29 1.02 -0.51 0.06
C 6.45 0.25 -0.77 -0.06
C 6.42 1.76 -0.87 -0.45
C 6.05 2.30 -2.24 -0.05
O 5.42 2.23 0.06 -0.08
H 7.24 -0.19 -1.38 0.07
H 5.52 -0.30 -1.04 0.08
H 6.69 -0.13 0.28 0.11
H 7.37 2.20 -0.44 0.15
H 6.28 3.39 -2.33 0.09
H 5.01 2.12 -2.38 0.04
H 6.52 1.80 -3.09 0.08
H 5.43 3.14 0.32 0.08
C 1.71 1.87 3.16 -0.05
C 3.08 2.16 2.51 -0.44
C 4.02 2.96 3.53 -0.04
O 3.75 0.92 2.24 -0.07
H 1.74 1.30 4.14 0.10
H 1.14 1.28 2.45 0.05
H 1.16 2.76 3.25 0.05
H 2.96 2.67 1.52 0.12
H 3.39 3.74 3.86 0.04
H 4.85 3.51 3.05 0.06
H 4.39 2.28 4.35 0.10
H 4.34 1.23 1.54 0.04
C -6.90 -3.89 -2.87 -0.04
C -5.93 -4.04 -1.67 -0.49
C -5.99 -5.44 -1.11 -0.06
O -4.66 -3.63 -2.12 -0.06
H -6.89 -2.91 -3.38 0.08
H -7.91 -4.14 -2.50 0.08
H -6.72 -4.69 -3.54 0.06
H -6.12 -3.34 -0.81 0.14
H -5.23 -5.55 -0.28 0.10
H -5.67 -6.09 -1.87 0.06
H -7.02 -5.73 -0.80 0.10
H -4.01 -4.32 -2.20 0.09
C -4.55 0.12 -2.09 -0.05
C -3.87 -0.29 -0.78 -0.44
C -4.87 -0.25 0.36 -0.05
O -3.08 -1.54 -0.80 -0.07
H -4.84 1.15 -2.02 0.07
H -5.40 -0.41 -2.37 0.04
H -3.87 0.02 -2.98 0.10
H -3.09 0.41 -0.60 0.08
H -5.63 -1.03 0.22 0.07
H -5.43 0.65 0.25 0.07
H -4.41 -0.40 1.31 0.07
H -3.73 -2.22 -1.05 0.04
C -0.46 -1.33 3.92 -0.05
C -0.25 -2.58 3.01 -0.45
C -1.42 -2.83 2.05 -0.06
O 0.94 -2.28 2.20 -0.09
H -0.45 -0.52 3.13 0.08
H 0.42 -1.26 4.51 0.05
H -1.39 -1.37 4.52 0.09
H -0.03 -3.48 3.66 0.14
H -1.22 -3.75 1.46 0.08
H -1.42 -1.98 1.35 0.07
H -2.36 -3.03 2.61 0.09
H 1.55 -1.88 2.84 0.08
C 2.48 -3.20 -0.66 -0.05
C 2.21 -1.72 -1.16 -0.38
C 0.78 -1.51 -1.48 -0.07
O 2.70 -0.67 -0.16 -0.09
H 2.16 -3.86 -1.51 0.08
H 1.98 -3.53 0.26 0.05
H 3.55 -3.42 -0.43 0.08
H 2.79 -1.55 -2.07 0.13
H 0.49 -1.87 -2.56 0.12
H 0.58 -0.46 -1.59 0.04
H 0.07 -1.98 -0.78 0.08
H 2.22 -0.85 0.64 0.05
```

The spin multiplicity is 1. As for the SMILES: CC(C)O.CC(C)O.CC(C)O.CC(C)O.CC(C)O.CC(C)O.CC(C)O.CC(C)O. The calculation puts the HOMO energy at -9.33 eV. The calculation puts the relative energy (zero: lowest compared OMol25 entry of this formula, charge and spin) at 263.1 kJ/mol. The LUMO energy is 0.717 eV. The calculation puts the energy at -1554.63717 Eh. As for the HOMO-LUMO gap: 10.045 eV.

=====

[4]
Entry from OMol25: the molecule C4H9O2PS in a non-equilibrium geometry (ωB97M-V with the def2-TZVPD basis set).

Geometry as XYZ:
```
17
Properties=species:S:1:pos:R:3:nbo_charge:R:1
C -0.85 -2.04 1.52 -0.26
O 0.49 -1.83 1.07 -0.51
C 0.98 -0.75 0.51 -0.13
S 2.55 -0.59 0.32 -0.01
P -0.11 0.68 -0.05 1.90
C 0.92 2.11 -0.28 -1.01
C -0.58 0.19 -1.70 -1.01
O -1.25 0.99 0.80 -1.10
H -1.48 -2.04 0.66 0.19
H -1.04 -1.23 2.30 0.22
H -0.94 -3.12 2.00 0.21
H 0.26 2.72 -0.85 0.24
H 1.23 2.61 0.65 0.27
H 1.74 1.74 -0.87 0.26
H -1.24 0.99 -1.96 0.25
H 0.17 0.40 -2.36 0.24
H -0.86 -0.84 -1.75 0.25
```

The spin multiplicity is 1. As for the SMILES: COC(=S)P(C)(C)=O. The calculation puts the HOMO energy at -8.83 eV. The calculation puts the relative energy (zero: lowest compared OMol25 entry of this formula, charge and spin) at 59.8 kJ/mol. The LUMO energy is 0.017 eV. The calculation puts the energy at -1047.80968 Eh. As for the HOMO-LUMO gap: 8.847 eV.

=====

[5]
Entry from OMol25: a structure of composition C2H4BFO in a non-equilibrium geometry (ωB97M-V with the def2-TZVPD basis set).

Geometry as XYZ:
```
9
Properties=species:S:1:pos:R:3:nbo_charge:R:1
B 0.17 -0.14 -0.05 0.40
C 2.15 0.15 -0.02 0.27
C -1.66 0.29 -0.09 -0.18
O 2.76 -0.76 -0.50 -0.49
F -2.24 -0.93 -0.38 -0.37
H -1.71 0.48 1.04 0.19
H 0.03 -1.22 0.29 -0.13
H 2.44 1.15 0.50 0.14
H -1.96 0.98 -0.80 0.18
```

The spin multiplicity is 1. The calculation puts the HOMO energy at -9.12 eV. The calculation puts the relative energy (zero: lowest compared OMol25 entry of this formula, charge and spin) at 396.4 kJ/mol. The LUMO energy is -0.443 eV. The calculation puts the energy at -278.39911 Eh. As for the HOMO-LUMO gap: 8.681 eV.

=====

[6]
Entry from OMol25: a structure of composition C52H52N2O5PtSTe (ωB97M-V with the def2-TZVPD basis set).

Geometry as XYZ:
```
114
Properties=species:S:1:pos:R:3:mulliken_spin:R:1
Pt 1.37 0.34 -0.13 1.39
C -1.73 -3.18 4.79 0.00
C -1.78 -1.96 3.89 0.00
C -3.08 -1.17 4.04 0.00
O -1.62 -2.39 2.56 0.00
C -0.83 -1.43 1.87 0.01
C 0.10 -0.91 2.99 0.00
O -0.68 -1.11 4.16 0.00
C 0.55 0.58 2.94 0.02
O 1.45 0.74 1.88 0.16
C -0.66 1.51 2.87 0.01
C -1.41 1.77 4.02 0.00
C -2.52 2.60 3.98 0.00
C -2.90 3.19 2.78 0.00
C -2.16 2.96 1.64 0.00
C -1.04 2.12 1.68 -0.06
C 1.39 0.94 4.18 0.03
C 1.77 0.05 5.17 0.00
C 2.61 0.47 6.21 0.00
C 3.07 1.77 6.26 0.00
C 2.69 2.67 5.27 0.00
C 1.86 2.26 4.25 0.00
C -0.26 -2.11 0.59 -0.03
O -0.04 -1.10 -0.37 0.25
C 0.99 -2.94 0.87 -0.04
C 1.00 -3.86 1.92 0.00
C 2.13 -4.62 2.19 0.00
C 3.27 -4.48 1.41 0.00
C 3.26 -3.59 0.35 0.01
C 2.13 -2.84 0.08 0.02
C -1.35 -2.99 -0.06 0.01
C -2.61 -2.42 -0.28 0.00
C -3.59 -3.12 -0.95 0.00
C -3.33 -4.40 -1.44 0.00
C -2.09 -4.96 -1.23 0.00
C -1.10 -4.26 -0.55 0.00
H -2.48 -3.90 4.48 0.00
H -1.94 -2.89 5.82 0.00
H -0.74 -3.63 4.74 0.00
H -3.93 -1.84 3.90 0.00
H -3.12 -0.38 3.29 0.00
H -3.13 -0.72 5.03 0.00
H -1.46 -0.60 1.51 -0.01
H 1.02 -1.51 3.03 0.00
H -1.10 1.33 4.96 0.00
H -3.08 2.79 4.88 0.00
H -3.77 3.84 2.75 0.00
H -2.43 3.44 0.71 0.00
H -0.46 1.97 0.78 0.03
H 1.42 -0.97 5.16 0.00
H 2.89 -0.24 6.97 0.00
H 3.71 2.09 7.07 0.00
H 3.03 3.70 5.31 0.00
H 1.55 2.96 3.48 0.00
H 0.11 -3.99 2.51 0.00
H 2.12 -5.33 3.01 0.00
H 4.16 -5.07 1.63 0.00
H 4.14 -3.49 -0.29 0.00
H 2.12 -2.19 -0.79 0.00
H -2.81 -1.42 0.08 0.00
H -4.56 -2.67 -1.11 0.00
H -4.10 -4.95 -1.96 0.00
H -1.87 -5.96 -1.61 0.00
H -0.13 -4.71 -0.41 0.00
Te 0.56 0.17 -2.81 0.09
C 1.42 -1.37 -3.99 0.01
C 0.64 -2.48 -4.26 -0.01
C 1.15 -3.51 -5.05 0.00
C 2.43 -3.42 -5.57 0.01
C 3.21 -2.30 -5.28 0.00
C 2.71 -1.28 -4.49 0.01
C 1.40 1.72 -3.99 -0.01
C 2.14 2.72 -3.38 0.00
C 2.68 3.75 -4.16 0.00
C 2.47 3.77 -5.53 0.00
C 1.72 2.77 -6.13 0.00
C 1.18 1.75 -5.36 0.00
H -0.36 -2.56 -3.86 0.00
H 0.54 -4.38 -5.26 0.00
H 2.83 -4.21 -6.19 0.00
H 4.22 -2.23 -5.68 0.00
H 3.32 -0.41 -4.28 0.00
H 2.28 2.72 -2.31 0.00
H 3.26 4.53 -3.68 0.00
H 2.89 4.56 -6.13 0.00
H 1.55 2.78 -7.20 0.00
H 0.60 0.96 -5.84 0.00
O -0.40 2.73 -1.53 0.01
C -1.61 2.90 -1.54 0.02
C -2.59 1.76 -1.56 -0.02
C -3.24 1.63 -2.95 0.00
C -4.46 2.53 -3.12 0.00
C -4.15 4.03 -3.05 0.00
C -3.55 4.48 -1.72 0.00
N -2.14 4.15 -1.57 0.00
H -3.37 1.91 -0.81 0.00
H -2.04 0.86 -1.29 0.00
H -3.54 0.59 -3.11 0.00
H -2.50 1.86 -3.72 0.00
H -5.19 2.29 -2.33 0.00
H -4.95 2.31 -4.07 0.00
H -5.08 4.58 -3.21 0.00
H -3.47 4.31 -3.86 0.00
H -4.12 4.07 -0.89 0.00
H -3.62 5.57 -1.64 0.00
H -1.45 4.89 -1.62 0.00
S 5.61 1.34 1.07 0.01
C 5.56 0.75 -0.54 0.00
C 4.30 0.81 -1.01 0.00
N 3.37 1.31 -0.12 0.03
C 3.93 1.62 1.02 0.00
H 6.45 0.41 -1.04 0.00
H 3.97 0.51 -1.99 0.01
H 3.38 1.98 1.87 0.01
```

The spin multiplicity is 3. The calculation puts the HOMO energy (spin up / spin down) at -6.18 / -8.04 eV. As for the expectation value of S²: 2.01. The LUMO energy (spin up / spin down) is 0.381 / -0.924 eV. The calculation puts the energy at -3283.89622 Eh. As for the HOMO-LUMO gap (spin up / spin down): 6.560 / 7.120 eV.

=====

Which of these has the highest spin multiplicity?
C52H52N2O5PtSTe